Record 1
Entry from the OMol25 dataset: C8H21CrNOP2 as an isolated structure in a non-equilibrium geometry (ωB97M-V with the def2-TZVPD basis set).

Output
Total energy in Eh: -2174.44336
Energy above the lowest of the compared OMol25 structures with the same formula, charge and spin in kcal per mole: 23.96
Strongest force on any atom in hartree/bohr: 0.137
LUMO energy (alpha / beta) in eV: 0.55 / -0.35
Spin multiplicity: 5
Expectation value of S²: 6.0500
Orbital gap (alpha / beta) in eV: 7.09 / 8.56
Highest occupied orbital energy (alpha / beta) in eV: -6.53 / -8.91
Charge: 0

The geometry in XYZ format:
```
34
C8H21CrNOP2, DFT ωB97M-V with the def2-TZVPD basis set
Cr 0.23 -0.11 0.25
H 2.25 -0.36 -1.00
H 1.92 -1.05 -0.94
P 0.61 1.94 -0.25
P -0.72 -1.97 -0.16
C -0.69 -2.87 1.45
H -1.22 -3.82 1.33
H 0.35 -3.06 1.76
H -1.17 -2.28 2.25
C -2.53 -1.90 -0.49
H -2.72 -1.46 -1.48
H -2.91 -2.94 -0.46
H -3.04 -1.28 0.26
C 0.04 -3.10 -1.33
H 1.08 -3.29 -1.07
H -0.53 -4.03 -1.35
H 0.06 -2.66 -2.34
C -0.82 3.09 -0.40
H -0.45 4.12 -0.40
H -1.37 2.88 -1.33
H -1.54 2.93 0.43
C 1.41 2.65 1.28
H 2.37 2.15 1.47
H 1.57 3.73 1.14
H 0.79 2.51 2.17
C 1.79 2.37 -1.54
H 1.43 2.01 -2.51
H 1.92 3.45 -1.58
H 2.75 1.87 -1.37
C 1.22 -0.41 1.80
O 1.85 -0.59 2.80
H -0.04 0.17 -1.26
N -2.45 0.84 1.68
C -1.44 0.48 1.18
```

Record 2
Entry from the OMol25 dataset: C8H21EuInNO2S as an isolated structure in a non-equilibrium geometry (ωB97M-V with the def2-TZVPD basis set).

Output
Total energy in Eh: -1820.36303
Strongest force on any atom in hartree/bohr: 0.054
LUMO energy (alpha / beta) in eV: -8.75 / -8.63
Spin multiplicity: 7
Expectation value of S²: 12.0121
Orbital gap (alpha / beta) in eV: 6.11 / 6.18
Highest occupied orbital energy (alpha / beta) in eV: -14.86 / -14.81
Charge: +2

The geometry in XYZ format:
```
35
C8H21EuInNO2S, DFT ωB97M-V with the def2-TZVPD basis set
C 0.90 -2.66 0.88
C 0.61 -2.43 -0.61
C -0.72 -1.67 -0.71
In -0.46 0.34 0.13
C -1.21 0.20 2.24
C -0.05 0.47 3.21
C -1.59 1.97 -1.02
C -1.34 1.81 -2.49
N -2.27 1.10 -3.25
C 1.67 0.87 0.41
S 2.47 1.28 -1.09
O 3.88 1.34 -0.92
O 1.70 2.34 -1.69
H 0.33 -3.50 1.28
H 0.51 -1.72 1.33
H 1.98 -2.79 1.11
H 0.56 -3.40 -1.11
H 1.44 -1.88 -1.05
H -1.14 -1.68 -1.71
H -1.45 -2.17 -0.07
H -2.03 0.87 2.50
H -1.60 -0.82 2.35
H -0.29 0.25 4.27
H 0.33 1.48 3.14
H 0.79 -0.16 2.89
H -2.63 1.82 -0.73
H -1.24 2.92 -0.64
H -0.32 1.52 -2.76
H -1.36 2.89 -2.80
H -3.13 0.81 -2.80
H -1.92 0.38 -3.87
H 2.29 0.10 0.89
H 1.76 1.79 1.00
H 2.21 0.16 -1.83
Eu 1.32 -1.81 3.51
```

Record 3
Entry from the OMol25 dataset: a 2-piece molecular cluster, C8H21N2P overall in a non-equilibrium geometry (ωB97M-V with the def2-TZVPD basis set).

Output
Total energy in Eh: -767.51030
Energy above the lowest of the compared OMol25 structures with the same formula, charge and spin in kcal per mole: 57.68
Strongest force on any atom in hartree/bohr: 0.128
LUMO energy in eV: -7.13
Orbital gap in eV: 7.18
Highest occupied orbital energy in eV: -14.31
Charge: +2

The geometry in XYZ format:
```
32
C8H21N2P, DFT ωB97M-V with the def2-TZVPD basis set
C 0.81 -1.43 0.56
C 0.39 -2.11 -0.66
C 0.73 0.17 0.36
C -0.06 0.18 -0.84
C 2.86 0.18 -1.06
C -2.68 1.46 1.34
C 2.14 0.80 0.07
C -2.53 0.88 -0.09
N -0.23 -0.96 -1.37
N 3.04 0.71 1.23
P -3.87 -0.09 -0.52
H 0.08 -1.59 1.42
H 1.67 -1.85 1.05
H 1.28 -2.51 -1.21
H -0.45 -2.84 -0.59
H 0.27 0.72 1.05
H -0.14 1.13 -1.24
H 3.20 -0.81 -0.66
H 3.74 0.63 -1.44
H 2.17 -0.16 -1.89
H -1.71 1.65 1.72
H -3.26 0.73 2.09
H -3.27 2.39 1.42
H 2.02 1.89 -0.16
H -2.41 1.68 -0.84
H -0.68 -1.19 -2.33
H -5.39 -0.15 -0.70
H 3.85 1.33 1.13
H 3.27 -0.27 1.42
H 2.47 0.96 2.02
H -3.87 -1.01 0.45
H -3.41 -0.52 -1.74
```